[1]
Computed, not measured: a 4-piece molecular cluster, C38H59BrClN4O14P3S2 overall in a non-equilibrium geometry, with wB97M-V/def2-TZVPD.

The calculation puts the energy above the lowest of the compared OMol25 structures with the same formula, charge and spin at 0.929 eV. The total energy is -7610.3863 hartree. As for the SMILES: CCOCCOc1c(CCCS)c(CON=O)c(P(O)Cl)c2c1C(=O)c1c(CCCCO)c(CCCS)c(PP(=O)(O)O)c(Br)c1C2=O.CNC(C)=O.CNC(C)=O.CNC(C)=O.

Each line ends with the Mulliken charge.
CARTESIAN COORDINATES (ANGSTROEM)
C (-0.59794, 4.31810, 4.15659)  -1.067
C (-0.01698, 4.82397, 2.81603)  -0.193
O (1.10682, 3.99435, 2.50722)  -0.345
C (1.37107, 3.96779, 1.10713)  -0.869
C (2.29067, 2.76069, 0.86201)  -0.378
O (1.70182, 1.84648, -0.06745)  -0.192
C (1.81118, 0.53762, 0.31603)  -0.580
C (2.99705, -0.18084, 0.22625)  0.802
C (4.20301, 0.52401, -0.38478)  -0.308
C (4.03149, 0.49080, -1.94856)  -0.831
C (3.52252, 1.82430, -2.56341)  -0.502
S (1.85075, 1.65752, -3.32011)  -0.226
C (3.07752, -1.50202, 0.63108)  0.785
C (4.40293, -2.24020, 0.47240)  -1.031
O (4.66876, -2.34513, -0.96112)  -0.133
N (3.82430, -3.28080, -1.56889)  0.205
O (3.26971, -2.81954, -2.48735)  -0.298
C (1.92736, -2.15473, 1.15021)  0.824
P (1.86019, -3.92364, 1.76293)  0.069
O (3.19396, -3.98181, 2.75070)  -0.504
Cl (2.22611, -5.20661, 0.15147)  -0.257
C (0.76843, -1.40842, 1.20982)  0.609
C (0.70433, -0.09713, 0.80404)  0.069
C (-0.63975, 0.57957, 0.89615)  -0.037
O (-0.78901, 1.71720, 1.30233)  -0.599
C (-1.79264, -0.30147, 0.46891)  0.094
C (-2.83686, 0.16277, -0.31689)  0.068
C (-2.83774, 1.61832, -0.74037)  -1.423
C (-3.82693, 2.49616, 0.07518)  -0.606
C (-4.23302, 3.72171, -0.78212)  -0.775
C (-5.51544, 3.48919, -1.60434)  -0.445
O (-6.18429, 4.74492, -1.67552)  -0.528
C (-3.81693, -0.75415, -0.67902)  -0.714
C (-4.93706, -0.25525, -1.57797)  -0.912
C (-4.73206, -0.66883, -3.07890)  -1.120
C (-3.25564, -0.81884, -3.46491)  -0.215
S (-3.08047, -0.83089, -5.27354)  -0.241
C (-3.76453, -2.08781, -0.27295)  1.805
P (-5.07592, -3.24572, -0.85966)  0.020
P (-5.87381, -4.50180, 0.75268)  0.798
O (-5.29621, -5.83909, 0.65840)  -0.618
O (-5.65147, -3.87992, 2.22184)  -0.420
O (-7.47811, -4.63943, 0.44731)  -0.365
C (-2.71392, -2.51966, 0.51820)  0.513
Br (-2.56385, -4.33085, 1.06456)  -0.102
C (-1.74588, -1.61272, 0.87277)  0.947
C (-0.53646, -2.01369, 1.70908)  -1.673
O (-0.61723, -2.71118, 2.69771)  -0.524
H (-1.67048, 4.14842, 4.05697)  0.274
H (-0.09687, 3.38454, 4.41419)  0.288
H (-0.38046, 5.06176, 4.92613)  0.313
H (0.35710, 5.85316, 2.90967)  0.426
H (-0.77032, 4.77286, 2.02168)  0.161
H (0.45204, 3.87243, 0.51816)  0.182
H (1.89336, 4.91120, 0.88658)  0.493
H (2.50771, 2.31592, 1.83693)  0.389
H (3.23682, 3.16474, 0.47885)  0.360
H (4.28531, 1.55402, -0.04474)  0.228
H (5.13126, 0.02384, -0.13508)  0.146
H (3.26609, -0.25554, -2.17423)  0.203
H (4.93922, 0.13395, -2.44086)  0.590
H (4.17956, 2.07099, -3.39956)  0.384
H (3.49040, 2.61111, -1.81301)  0.164
H (1.17027, 2.59248, -2.62756)  0.105
H (5.22870, -1.63306, 0.83948)  0.053
H (4.38127, -3.23246, 0.91644)  0.406
H (3.68455, -4.80108, 2.59938)  0.346
H (-3.19054, 1.66060, -1.77851)  0.399
H (-1.84612, 2.06681, -0.73574)  0.974
H (-3.36553, 2.83480, 1.00574)  0.337
H (-4.71111, 1.89814, 0.31974)  0.476
H (-4.34941, 4.62165, -0.17547)  0.453
H (-3.42770, 3.90887, -1.50190)  0.299
H (-6.13875, 2.72564, -1.11857)  0.317
H (-5.25341, 3.14858, -2.61633)  0.233
H (-6.99625, 4.63658, -2.18076)  0.326
H (-5.89830, -0.59897, -1.19177)  0.821
H (-4.98911, 0.83043, -1.57317)  -0.967
H (-5.19473, 0.11752, -3.68549)  0.636
H (-5.29902, -1.58961, -3.25144)  0.491
H (-2.68327, 0.00266, -3.03113)  0.110
H (-2.89163, -1.74387, -3.00836)  0.334
H (-1.75246, -0.64814, -5.41458)  0.150
H (-6.21203, -2.48376, -1.22391)  0.017
H (-6.50876, -3.90401, 2.67933)  0.315
H (-7.51408, -4.79783, -0.50800)  0.256
C (8.72082, 2.74994, 2.09273)  -0.878
N (7.59708, 1.84912, 1.88806)  -0.040
C (7.58362, 0.50067, 1.94821)  0.853
C (8.87986, -0.19890, 2.27152)  -1.476
O (6.54364, -0.11865, 1.74177)  -0.651
H (8.48781, 3.42406, 2.92044)  0.326
H (8.86334, 3.33302, 1.19005)  0.263
H (9.63251, 2.20886, 2.31544)  0.330
H (6.69826, 2.24953, 1.66969)  0.121
H (8.70766, -1.27145, 2.28211)  0.301
H (9.63216, 0.02713, 1.51463)  0.379
H (9.24123, 0.10527, 3.25415)  0.399
C (-12.44797, -7.27176, 1.67535)  -0.769
N (-12.24638, -6.06218, 2.45031)  -0.158
C (-11.21545, -5.17656, 2.37973)  0.666
C (-10.11952, -5.45176, 1.37848)  -1.130
O (-11.19345, -4.19818, 3.10916)  -0.667
H (-13.39018, -7.19520, 1.12940)  0.271
H (-12.50640, -8.12596, 2.35230)  0.273
H (-11.63982, -7.43182, 0.96989)  0.308
H (-12.93954, -5.81563, 3.13899)  0.228
H (-9.38315, -4.66727, 1.44284)  0.299
H (-9.63433, -6.40383, 1.59817)  0.365
H (-10.52716, -5.46509, 0.36575)  0.327
C (8.88187, 1.89435, -3.73794)  -0.809
N (9.25402, 1.96830, -2.33640)  -0.108
C (9.91309, 2.96300, -1.69076)  0.868
C (10.33110, 4.16706, -2.49822)  -1.388
O (10.15070, 2.86980, -0.49377)  -0.656
H (7.79772, 1.79706, -3.81536)  0.187
H (9.34350, 1.01247, -4.18439)  0.315
H (9.20012, 2.77697, -4.28191)  0.341
H (9.00540, 1.19683, -1.73650)  0.188
H (10.84243, 4.86767, -1.84482)  0.302
H (11.01468, 3.87228, -3.29513)  0.379
H (9.45762, 4.66218, -2.92429)  0.375

Forces on the atoms, in the same order (eV/Å):
0.3515 0.5746 -0.5609
0.3978 -0.4195 0.7381
-0.8262 -0.1126 -0.6770
0.5589 -0.1318 0.8232
0.0769 1.2811 0.0604
0.5178 -0.1049 0.2958
0.0886 0.0520 0.1933
1.4396 1.0130 -0.2232
-0.3322 -0.4779 -1.1555
-0.7174 0.2679 0.3787
0.1369 -0.6703 -0.2099
-0.0555 0.1437 0.0709
-0.2462 -0.8249 0.5698
-0.4215 0.1020 -0.7643
0.2677 0.6896 0.1869
-0.4520 -0.3040 0.1127
0.3652 -0.0696 -0.1926
1.6750 -0.2745 -0.4310
-1.4173 -0.0400 1.1656
0.1674 0.0188 -1.0413
0.5353 0.3345 0.0484
-1.1056 -1.4190 0.5398
-1.3408 0.6076 -0.0185
-0.0704 0.4019 0.2614
0.1098 -0.7487 -0.3560
0.3716 0.7310 0.0066
0.8229 0.5955 0.3900
-1.0679 -0.1528 -0.2921
0.3318 0.3290 -0.5834
-0.0009 -0.5568 -0.1511
0.4074 0.3762 0.2808
-0.1654 -0.1531 -0.0878
-0.8407 0.8704 -0.5176
0.4415 -0.0574 -0.4753
-0.4667 0.2255 0.3943
-0.0695 -0.1567 0.4607
-0.1313 -0.0127 -0.1364
-1.2663 -0.0125 0.1759
0.5835 -0.7731 -0.6412
0.5060 -1.1850 0.2973
0.2803 -0.2985 -0.2492
-1.4562 0.2100 -0.7559
1.0524 1.2779 0.0945
-0.0452 -0.5504 0.1565
-0.1458 0.3501 -0.3740
1.4004 -0.8316 0.9014
-0.1727 -0.0158 0.3779
0.0781 0.7376 -0.7069
0.0737 0.0290 0.2489
-0.1389 0.0370 -0.0159
-0.2781 -0.2330 0.1421
-0.3146 0.0010 -0.1192
0.1649 -0.0299 -0.0090
0.0975 0.0148 0.0717
-0.1546 -0.1568 -0.4535
-0.1975 -0.2411 -0.1775
-0.0683 -0.3616 -0.2214
-0.0009 -0.0932 0.0577
-0.1037 0.0861 0.1940
0.2808 -0.0988 -0.0334
0.0264 0.2502 0.1233
-0.0559 0.4107 0.2326
0.0864 0.1106 -0.2558
0.2916 -0.1764 -0.0018
-0.0327 -0.3182 0.2389
0.1010 0.1573 -0.0125
-0.0025 -0.0065 0.2108
0.1885 0.0151 0.0655
-0.0478 -0.1538 0.1076
0.0153 -0.2520 -0.0468
0.0810 0.1359 0.1549
-0.1932 -0.1166 -0.0384
0.0289 0.2448 0.2476
-0.0620 0.1638 -0.0578
-0.1237 -0.1077 0.1174
0.0366 0.0324 -0.0114
0.0370 0.0477 -0.1910
0.1006 -0.1235 0.2623
0.0131 -0.1821 -0.0395
0.2752 0.0134 -0.2919
0.0082 -0.0213 -0.2067
0.1788 0.0642 -0.2766
-0.1881 -0.0641 0.3406
0.2365 0.1860 0.6366
0.2437 0.2125 0.3460
-0.4023 -0.2172 0.0857
-0.6130 0.3211 0.0999
0.1753 -0.2508 0.0745
-0.1680 0.0265 -0.0299
-0.0381 -0.1166 -0.0363
0.0857 -0.0905 0.0194
0.1446 -0.0438 0.0677
0.2630 0.0409 0.0737
-0.0164 -0.0389 -0.0808
0.0129 0.0299 0.0135
-0.0992 0.0321 -0.0115
0.0800 0.0831 0.1123
0.1175 0.0474 -0.0636
-0.3050 0.1909 0.3660
0.2127 0.0243 -0.1465
-0.0871 0.0918 0.1069
-0.3212 -0.0568 0.1752
0.0632 -0.0049 -0.0349
0.0618 -0.1447 -0.1204
0.0406 -0.1209 -0.1547
0.0240 0.0495 0.0270
-0.0057 -0.0200 -0.0038
-0.1069 0.0934 0.1118
-0.0019 -0.0299 -0.1552
0.0608 -0.1412 -0.0167
-0.0958 -0.3432 0.3396
0.0971 0.2467 -0.0483
0.0107 -0.1155 0.1417
0.0208 0.0286 0.0629
0.1012 0.0223 -0.2229
0.0109 0.0540 -0.1781
-0.0294 0.0756 -0.1689
0.0211 0.0178 0.0555
-0.0191 -0.0151 -0.0304
-0.0177 -0.0748 0.0677
-0.0888 0.0564 -0.0888
0.0582 -0.0196 -0.1272

***

[2]
Computed, not measured: a 5-piece molecular cluster, C12H36ClO20P4 overall in a non-equilibrium geometry, with wB97M-V/def2-TZVPD.

The calculation puts the energy above the lowest of the compared OMol25 structures with the same formula, charge and spin at 2.990 eV. As for the charge: -1. The total energy is -3809.3023 hartree.

Each line ends with the Mulliken charge.
CARTESIAN COORDINATES (ANGSTROEM)
Cl (-15.42418, 8.79889, -8.57886)  1.757
O (-14.41622, 9.72870, -8.28889)  -0.656
O (-14.80243, 7.47484, -8.39873)  -0.750
O (-16.44704, 8.93096, -7.66694)  -0.663
O (-15.72465, 8.90796, -9.94961)  -0.656
C (-9.76656, 13.82942, -12.45346)  -0.660
O (-9.70402, 12.43917, -12.42123)  -0.383
P (-11.22827, 11.69041, -12.40198)  1.217
O (-10.99354, 10.27548, -12.40562)  -0.727
O (-12.08989, 12.44686, -11.18569)  -0.391
C (-12.92657, 11.86863, -10.22091)  -0.376
O (-11.88200, 12.20533, -13.78707)  -0.313
C (-12.62107, 11.40992, -14.71981)  -0.660
H (-9.54392, 14.33305, -11.51277)  0.245
H (-10.65273, 14.24592, -12.93235)  0.317
H (-8.87495, 13.98274, -13.06143)  0.256
H (-12.57190, 12.06309, -9.20873)  0.298
H (-13.04711, 10.78620, -10.26449)  0.217
H (-13.89929, 12.35368, -10.30239)  0.135
H (-12.51226, 10.36755, -14.42026)  0.272
H (-12.24905, 11.45393, -15.74340)  0.259
H (-13.69645, 11.58625, -14.74358)  0.285
C (-11.90318, 7.32260, -0.69391)  -0.570
O (-12.54585, 7.98514, -1.81336)  -0.337
P (-14.13056, 7.98912, -2.12734)  0.875
O (-14.88626, 8.92035, -1.19190)  -0.765
O (-14.14477, 8.36428, -3.67906)  -0.127
C (-15.39446, 8.43873, -4.41541)  -0.633
O (-14.49551, 6.40307, -2.02266)  -0.260
C (-15.68616, 6.03354, -1.36119)  -0.751
H (-10.89314, 7.04263, -0.99316)  0.254
H (-12.61141, 6.66359, -0.19169)  0.244
H (-11.66537, 8.05630, 0.07630)  0.269
H (-15.53590, 9.44860, -4.80046)  0.279
H (-16.28269, 8.14932, -3.85379)  0.366
H (-15.31129, 7.82416, -5.31178)  0.270
H (-16.35951, 6.88938, -1.31389)  0.339
H (-15.54720, 5.63523, -0.35614)  0.265
H (-16.28201, 5.33155, -1.94452)  0.270
C (-21.26316, 12.60146, -10.75213)  -0.739
O (-20.40382, 11.84612, -11.51371)  -0.228
P (-18.88206, 12.14597, -11.71728)  0.905
O (-18.57630, 12.93179, -12.90224)  -0.690
O (-18.37545, 12.82489, -10.30914)  -0.334
C (-16.97429, 13.05735, -10.19666)  -0.771
O (-18.14791, 10.64517, -11.79348)  -0.222
C (-18.88654, 9.49492, -11.46137)  -0.560
H (-21.08703, 12.24715, -9.73647)  0.315
H (-22.30696, 12.44431, -11.02396)  0.269
H (-21.17332, 13.68011, -10.62363)  0.333
H (-16.64502, 14.04858, -9.88497)  0.377
H (-16.49991, 12.94725, -11.17183)  0.345
H (-16.51076, 12.24613, -9.63528)  0.249
H (-19.27934, 8.88463, -12.27461)  0.266
H (-19.54246, 9.68781, -10.61246)  0.299
H (-18.19258, 8.76044, -11.05264)  0.176
C (-11.10188, 8.13833, -9.55138)  -0.210
O (-9.96166, 7.77176, -8.78026)  -0.315
P (-10.13418, 6.98068, -7.32075)  0.782
O (-9.04890, 7.10362, -6.28611)  -0.722
O (-11.63079, 7.34614, -6.86118)  -0.042
C (-11.91733, 8.14322, -5.77865)  -0.609
O (-10.27588, 5.43941, -7.82938)  -0.287
C (-9.10081, 4.71213, -8.24119)  -0.722
H (-11.89832, 8.69563, -9.05823)  -0.008
H (-11.72273, 7.39045, -10.04466)  0.305
H (-10.71195, 8.85071, -10.27841)  0.224
H (-12.32882, 7.57074, -4.94738)  0.285
H (-12.73375, 8.77195, -6.13398)  0.105
H (-11.18586, 8.91368, -5.53483)  0.365
H (-9.38455, 3.81261, -8.78751)  0.267
H (-8.60771, 4.44065, -7.30779)  0.283
H (-8.41301, 5.10680, -8.98903)  0.296

Forces on the atoms, in the same order (eV/Å):
5.0162 -4.5573 -0.9599
2.0006 2.9757 0.8303
-0.8266 0.2937 0.1519
-4.0699 0.7539 1.9082
-2.0699 0.6787 -1.8422
1.8068 1.2455 -0.8434
-4.2228 -2.0495 0.9462
0.7911 2.5507 0.3003
-0.3302 -1.8987 0.6304
2.6302 -0.4785 -3.0521
-0.9981 -0.6965 1.1098
0.0138 0.9151 0.5628
-0.0174 -1.6048 0.4259
-0.4499 -0.3329 0.3683
0.0268 -0.0706 0.0359
-0.1636 1.1306 -0.3467
0.3548 0.2102 -0.1206
0.0301 0.0351 -0.4541
-0.0756 -0.1999 -0.1110
0.0260 -0.1202 -0.0043
0.3930 0.6210 0.2295
0.1197 0.6538 0.3745
-0.5561 1.6504 0.2308
-0.5623 -0.3110 -0.6141
0.2787 1.5251 1.8386
0.9586 -2.2688 -2.0023
-0.1886 -0.4319 1.2632
-0.0502 0.2002 -0.7792
0.3325 0.9719 -0.0780
-1.6289 0.3431 -0.0819
-0.5577 -1.0338 -0.3617
0.5708 -0.7758 -0.4638
-0.3680 0.5421 -0.0114
0.1542 0.0859 0.3612
0.2475 -0.0575 0.2924
0.1563 -0.2385 0.2025
0.1308 0.2020 0.4586
0.3994 0.0623 -0.0795
0.5885 -0.4164 -0.2251
-1.3734 0.4170 2.6956
0.6630 -0.3557 -1.0903
2.3715 -1.2979 0.3603
0.2500 0.3672 -0.1939
-1.1750 -0.4994 -1.0286
1.3822 -0.9304 -1.0750
-1.4380 2.6415 -0.3295
0.8393 -1.6711 1.5401
-0.6260 -0.0093 0.3437
0.2038 -0.4170 -0.2550
0.8506 0.1879 -0.9899
-0.8580 0.0000 0.5185
-0.1023 0.0730 -0.3311
-0.1905 0.2400 0.5527
-0.7112 0.9883 -0.4743
-0.5506 -0.0855 -0.4833
0.5598 0.3077 0.2577
-0.8859 1.5399 -0.8660
-0.1412 -1.1182 2.6312
0.4346 -0.3600 -0.5016
-1.5773 0.4451 -1.9858
2.4282 -1.9414 -1.9981
-1.7326 1.9721 0.7818
-0.0057 0.8820 -0.4866
-0.1880 -0.7110 0.4804
0.3693 0.0972 0.9974
0.8686 -0.8673 0.0136
0.0011 -0.3603 -0.2948
0.6509 0.0405 0.0799
-0.4411 -0.0535 0.0827
0.6364 -0.6692 0.3524
-0.7601 -0.1912 0.5214
0.4613 -0.0649 -0.3398
-0.1045 1.2995 0.4242